The following is a DFT calculation (ωB97M-V/def2-TZVPD) of C22H37AuN3O4S3Si2Te as an isolated structure in a non-equilibrium geometry.

XYZ file:
```
73
Properties=species:S:1:pos:R:3
H 0.21967 -3.31313 5.64336
C -1.87211 -1.45775 3.90624
C -4.22024 2.79478 -3.47233
H -3.28290 -0.93493 -4.20624
O -3.11458 6.38258 -0.54409
N -0.51038 4.55011 1.06854
N -3.77216 2.72401 -2.17453
C 1.54162 1.93731 -0.44899
C 0.62162 -2.45932 2.49811
H -3.54495 -1.23645 -2.47579
C -1.42242 5.71568 1.02511
H -4.62881 3.70232 -3.88792
H 1.22764 -1.76603 3.08791
H 0.60701 -3.98291 0.10871
Si -0.91654 -2.99396 3.45775
H -4.26020 1.21080 -5.01136
C -4.04109 1.58045 -4.02338
H 4.83120 -0.05934 1.77237
H 2.12278 -4.22002 -3.94552
H 2.79831 4.36808 1.81478
C 3.66783 2.47034 1.41224
H -2.32095 -3.52854 1.49090
H 0.39259 -4.32885 -3.57160
C -2.61013 5.46665 0.08854
H -1.96849 -0.68561 -3.03534
C 4.82205 0.30873 0.74129
S 0.60757 4.52260 -0.10875
H 3.61145 -3.84472 -0.94919
H -1.27292 -4.26296 5.54570
C -3.29633 1.50877 -1.91729
C -0.39243 -3.93478 4.97989
H -3.67170 3.54146 -1.47501
S -2.62945 0.82716 -0.46079
H -1.87432 5.87385 2.00509
H -1.22643 -0.71477 4.38801
H -0.68131 -3.36567 -0.93921
C 2.75699 1.10243 -0.39209
H -2.69856 -1.68573 4.58857
Si 1.54928 -2.88452 -1.92596
C 0.31879 -3.15138 -0.54184
H 4.72562 -0.54611 0.07454
Au -1.37974 2.65900 0.48213
H 5.78511 0.79349 0.55776
O 1.38901 5.72065 -0.22699
H -2.83333 -4.45999 2.90809
H 0.51078 -1.46792 -3.69402
H 4.52884 2.63994 2.05157
C 3.25278 -2.83312 -1.16717
Te 0.01787 -1.40126 0.73820
C 0.59850 1.96266 0.75583
H 0.18985 -4.82581 4.71879
H 1.07925 2.09764 -1.41460
C 3.68010 1.27026 0.56338
O -0.01586 4.07177 -1.34725
C 1.14238 -1.28243 -2.81647
H -0.93637 6.61464 0.66198
H 1.56404 -5.26567 -2.62608
C 2.71961 3.40250 1.32650
H -1.39748 -4.95888 1.99677
S 0.76120 0.85708 2.08828
H -2.29297 -0.99158 3.00930
N -3.46193 0.78435 -3.04724
H 1.24550 -3.29770 2.18145
H 3.97955 -2.35953 -1.83674
H 3.23741 -2.27003 -0.22844
H 2.87806 0.32771 -1.14293
C 1.39509 -4.30564 -3.12855
C 1.52525 3.13852 0.51666
H 2.04728 -0.77323 -3.16790
C -1.95874 -4.08980 2.36025
C -3.04074 -0.60412 -3.20126
O -3.00965 4.20038 0.09707
H 0.60674 -0.58455 -2.15879
```

Output
LUMO level (alpha / beta)	-1.09 / -1.93	eV
<S²>	0.760
2S+1	2
ΔE to the lowest compared entry with this formula, charge and spin	0.0	kJ/mol

The following is a DFT calculation (ωB97M-V/def2-TZVPD) of a 3-piece molecular cluster, C22H37BrNO11P3S overall in a non-equilibrium geometry.

XYZ file:
```
76
Properties=species:S:1:pos:R:3
H -4.92775 1.71621 -2.68834
H 2.87229 -2.42369 -1.34857
S 0.27883 -2.22028 1.08443
H -0.53087 4.23171 -0.59557
O 0.65753 4.70004 4.40474
C 3.00932 3.49222 3.34120
C 2.17231 -1.68382 -0.88889
H -0.71834 -0.10989 8.32249
H -0.22842 6.55781 4.11395
H 0.94692 -3.50504 -0.86142
H -0.42154 -0.07062 3.13890
H 2.32185 -4.03322 5.96550
C 1.71048 -1.31946 -5.47869
H -1.44839 4.76859 0.82648
H -5.58673 0.50381 -1.53954
C -2.01604 -0.17309 -4.65623
C 2.26024 -1.22382 -4.01229
C 2.08176 -0.30404 -1.64012
H 3.11246 0.15263 -1.62236
C -5.07287 0.60752 -2.52368
P 0.32186 -3.06298 -7.87156
N -0.64974 -4.03454 -8.66703
O 0.23769 3.61130 1.21179
O 2.44216 -1.43536 -6.43060
C 1.60370 -0.42760 -3.12338
H 0.95317 -0.73787 8.25481
H 1.34702 -3.73239 -7.12560
H 2.57802 -1.46504 0.13607
H -3.16534 0.27916 -1.54505
C -0.55131 -1.96916 -6.63162
H -3.54071 1.30545 -4.29857
C 0.76585 -2.41100 -0.70823
C -0.07732 -0.96679 8.53938
C 0.34875 0.38762 -3.59403
H -3.81166 -0.81022 -5.77552
H 3.44401 4.16685 4.08207
H -0.00070 -1.98664 -1.40174
C -0.44507 4.59953 0.42595
Br -3.58332 -1.96949 -2.64384
O 0.16962 1.50904 -3.18259
H -2.63472 -2.31758 -7.42259
C -2.70637 -0.91924 -5.72952
O -0.55094 -2.12496 7.84344
C -2.78465 0.74521 -3.67431
C -3.60925 -0.00488 -2.53657
O 3.40430 -1.95626 -3.70750
O 1.11610 -2.39180 6.14544
P -0.48108 -2.03469 6.14054
H 0.11426 5.53834 0.42220
C -2.00928 -1.79241 -6.66040
H 0.29167 0.32438 4.71668
O 2.07270 4.21378 2.55008
H 1.92471 -3.56308 7.62857
H 0.34552 -3.46466 1.65357
H 1.53330 6.50302 3.82117
C -0.50419 -0.22617 4.21201
H 4.18553 -1.37857 -3.76167
H 3.80341 3.13210 2.68817
C 0.71902 6.13086 4.44830
H 1.37900 0.34225 -1.04268
O -1.31775 -3.26528 5.92600
C -0.55985 -0.34452 -4.62426
H -5.65344 0.22872 -3.39958
C 0.15379 -1.20608 -5.58987
H -1.47822 0.13723 4.54986
P 0.47770 4.02100 2.85022
H -0.10885 -1.16945 9.60982
H 1.03425 -2.17336 -8.74520
H 2.55716 2.64097 3.85067
H -0.30340 -4.98093 -8.45977
O -0.38730 -1.63566 4.48942
H 0.90079 6.43786 5.47786
H 0.71346 -4.39299 6.62193
C 1.52765 -3.66782 6.61609
O 0.16856 2.64253 3.36386
H -2.16005 1.52436 -3.17931
```

Output
LUMO level	-2.48	eV
SMILES string	C[C@@H](Br)Cc1ccc([PH2]=N)c2c1C(=O)C(CCCS)=C(O)C2=O.COP(=O)(OC)OC.COP(=O)(OC)OC
2S+1	1

The following is a DFT calculation (ωB97M-V/def2-TZVPD) of C22H37CdN2PSi as an isolated structure in a non-equilibrium geometry.

XYZ file:
```
64
Properties=species:S:1:pos:R:3
C -1.85300 -0.65728 1.75471
H 2.05672 1.73567 -3.21233
H 2.06247 5.06443 -1.20506
H -5.74517 -1.05772 1.89583
H -0.05871 -3.30821 3.61571
P 1.43099 2.70611 -1.04352
H -2.28998 -1.33116 -3.72129
H 2.37251 -2.30813 2.39908
H -1.81137 2.94036 -4.00186
H 1.27300 4.67464 0.37317
H -0.65866 0.91406 4.47188
H -4.70561 1.14464 1.23237
H -4.24549 -3.04006 2.30595
C -0.17410 -2.37433 4.18323
C -0.13606 3.22988 -1.92534
H 2.23431 -2.65493 -0.02415
H 2.88417 -1.25643 3.72506
C 1.97377 4.32137 -0.39764
H -1.78257 -2.79373 2.12795
N -0.49888 -0.45937 1.86063
C -1.08791 -0.46370 -2.16105
C -0.83665 1.95113 -2.34524
H 3.29975 -1.47041 -0.82938
H 2.67730 -0.57821 2.09957
H -2.34638 1.47448 1.28973
N 1.77274 -2.28517 -2.05281
H -1.66175 -2.47365 -2.14112
C 2.48510 2.48626 -2.52943
H 0.12070 3.88856 -2.77418
H 2.56420 -1.72129 -3.93716
H 0.20916 -3.52746 -2.60827
C -2.44294 -1.93637 1.96728
C 2.26783 -1.29866 2.81573
C -1.88831 -0.39791 -3.32427
H 2.95325 4.15616 0.07272
Cd -0.19664 1.27768 0.50797
H 2.73816 -0.52040 -2.64980
C -4.09876 0.26768 1.45751
C 2.05457 -1.27837 -3.05002
H -1.18383 -1.89902 -0.55471
H -2.82281 0.78238 -4.84251
H 2.58566 3.43936 -3.07775
H 0.50552 -3.34401 -0.86648
H 0.75755 0.35252 5.39254
C 0.38976 0.59877 4.38793
H 1.83932 2.84343 2.48577
H -1.23599 -2.25998 4.43747
C -2.72150 0.43579 1.43712
H 0.97115 1.43988 3.99735
C -4.66128 -0.97008 1.80742
C -3.82272 -2.06820 2.04598
H -0.75677 3.81993 -1.22688
C -0.67104 0.76661 -1.60427
H 0.37965 -2.49435 5.12566
C 0.43773 -2.78087 -1.81000
C 2.73819 -2.40416 -0.96157
H 2.44718 2.54149 2.21361
C -2.17628 0.79306 -3.96826
H 3.48198 -3.21065 -1.15973
Si 0.49471 -0.89527 3.26535
H 3.48774 2.14266 -2.23150
C -0.88084 -1.87690 -1.61894
H 1.15201 -0.77895 -3.40624
C -1.64686 1.98639 -3.48958
```

Output
LUMO level	-0.60	eV
2S+1	1